(1)
The following is a quantum chemistry calculation of C18H19N3O8S in the gas phase in a non-equilibrium geometry, from OMol25.

relative energy (zero: lowest compared OMol25 entry of this formula, charge and spin) = 0.000 eV
energy = -1861.60388 hartree
F_max = 1.1 eV/Å
structure (SMILES) = CN(C)S(=O)(=O)c1cccc(NC(=O)COC(=O)COc2ccccc2[N+](=O)[O-])c1
E_HOMO = -0.3310 Eh

Geometry as XYZ:
```
49
Properties=species:S:1:pos:R:3:forces:R:3
C 1.633 3.693 -1.782 0.27 -0.25 -0.27
N 0.970 4.162 -0.591 0.05 -0.61 0.90
S 0.811 3.009 0.606 0.06 0.20 -0.24
O 0.205 3.646 1.737 -0.35 0.08 -0.14
O 2.094 2.392 0.774 0.01 -0.10 -0.32
C -0.323 1.793 -0.066 0.45 0.41 0.13
C 0.209 0.682 -0.683 0.02 -0.13 -0.13
C -0.645 -0.258 -1.258 -0.25 0.34 0.10
C -2.022 -0.048 -1.219 -0.03 -0.13 -0.07
C -2.534 1.071 -0.585 0.23 0.13 0.05
C -1.687 2.002 -0.002 -0.20 0.15 0.03
H -2.066 2.865 0.519 -0.13 0.10 0.07
H -3.602 1.206 -0.534 -0.11 0.01 0.02
H -2.685 -0.770 -1.667 -0.02 -0.02 -0.01
N -0.061 -1.405 -1.801 0.41 0.28 0.15
C -0.668 -2.416 -2.479 0.56 -0.47 -0.06
O -1.779 -2.389 -2.943 -0.35 -0.04 -0.10
C 0.231 -3.666 -2.559 -0.08 0.28 -0.39
H 1.223 -3.420 -2.952 -0.12 -0.07 0.04
H -0.257 -4.425 -3.171 0.06 0.19 0.10
O 0.343 -4.224 -1.248 -0.35 -0.38 -0.03
C 1.248 -3.730 -0.423 0.34 0.10 0.50
O 2.092 -2.920 -0.726 0.13 -0.11 -0.05
C 0.989 -4.213 1.002 0.18 0.02 -0.16
O -0.046 -3.402 1.521 0.04 -0.08 0.01
C 0.185 -2.119 1.885 -0.24 0.31 0.10
C 1.444 -1.531 2.005 0.00 -0.26 -0.02
C 1.580 -0.227 2.444 -0.19 0.03 0.07
C 0.469 0.540 2.763 0.09 -0.22 0.10
C -0.786 -0.004 2.598 -0.10 -0.23 0.04
C -0.939 -1.316 2.159 1.07 0.30 0.13
N -2.277 -1.804 1.970 -0.56 -0.06 -0.11
O -2.476 -2.997 1.966 -0.19 -0.26 0.10
O -3.143 -0.964 1.814 -0.34 0.17 -0.01
H -1.677 0.568 2.806 -0.03 0.02 -0.02
H 0.585 1.555 3.105 -0.02 0.09 0.05
H 2.564 0.205 2.527 0.12 0.02 -0.01
H 2.330 -2.090 1.750 0.04 -0.07 -0.05
H 0.574 -5.222 0.990 0.13 0.13 0.03
H 1.899 -4.173 1.607 -0.08 0.00 -0.14
H 0.925 -1.511 -1.583 -0.23 -0.21 -0.07
H 1.279 0.544 -0.679 0.16 -0.11 -0.04
C -0.194 4.982 -0.808 -0.39 0.21 0.09
H -0.619 5.204 0.168 -0.15 0.19 -0.10
H 0.107 5.913 -1.289 0.01 -0.03 0.01
H -0.944 4.482 -1.434 0.00 0.03 -0.02
H 2.023 4.547 -2.336 -0.01 0.00 0.02
H 0.960 3.120 -2.434 0.01 0.03 -0.02
H 2.460 3.063 -1.465 0.11 0.01 -0.24
```
Forces are in eV/Å.

***

(2)
The following is a quantum chemistry calculation of a molecular structure, C26H42Cl6O15 in a non-equilibrium geometry, from OMol25.

relative energy (zero: lowest compared OMol25 entry of this formula, charge and spin) = 22.583 eV
energy = -4904.92410 hartree
F_max = 11.8 eV/Å
E_HOMO = -0.2942 Eh

Geometry as XYZ:
```
89
Properties=species:S:1:pos:R:3:forces:R:3
C -5.496 5.524 -9.682 4.05 -2.55 -6.36
C -4.070 6.072 -9.655 1.09 -3.88 -0.94
C -3.028 4.927 -9.810 -3.42 0.88 0.93
O -2.236 5.261 -10.913 -5.13 4.67 0.14
C -2.661 6.404 -11.470 -3.23 1.38 -0.70
O -2.286 6.923 -12.511 -1.50 -5.73 4.16
O -3.805 6.822 -10.832 1.84 1.07 -1.97
H -5.726 4.847 -8.860 2.34 -0.81 -5.16
H -5.680 5.080 -10.660 0.32 0.31 0.44
H -6.179 6.361 -9.533 3.12 -4.14 -3.77
H -3.826 6.698 -8.796 0.31 -2.26 -2.65
H -3.569 4.021 -10.082 -0.33 1.54 -0.24
H -2.449 4.621 -8.938 0.32 1.00 -0.11
C -8.216 2.657 -5.034 -0.20 0.65 0.87
C -7.235 2.710 -6.163 0.38 -0.66 0.44
C -7.845 2.618 -7.522 -1.25 -0.77 -0.68
O -7.279 3.696 -8.251 -1.52 -0.44 -2.19
C -6.672 4.507 -7.452 1.64 1.63 1.84
O -6.024 5.484 -7.787 -3.22 -1.14 10.23
O -6.593 3.971 -6.258 0.32 0.46 2.63
H -9.080 3.279 -5.265 -0.30 -0.35 -0.08
H -7.824 3.104 -4.120 0.45 0.02 -0.10
H -8.471 1.640 -4.734 -0.27 -0.01 -0.45
H -6.489 1.929 -6.017 0.23 0.13 0.12
H -8.920 2.761 -7.416 -0.10 0.15 -0.41
H -7.681 1.694 -8.078 0.18 0.11 0.09
C -3.350 11.846 -7.952 0.09 0.52 0.47
C -2.652 10.558 -7.625 1.06 1.77 -0.45
C -2.735 10.100 -6.160 0.97 1.99 -1.07
O -3.362 8.880 -6.323 -0.18 -1.75 3.14
C -3.582 8.529 -7.539 -2.05 -0.59 -2.90
O -4.156 7.502 -7.916 0.79 6.57 5.76
O -3.237 9.558 -8.377 -0.87 -2.96 -0.10
H -4.269 11.944 -7.374 -0.03 0.11 0.04
H -3.610 11.936 -9.007 0.28 -0.10 0.02
H -2.638 12.623 -7.675 -0.37 0.44 -0.05
H -1.621 10.641 -7.969 0.20 -0.06 0.16
H -3.291 10.834 -5.576 -0.52 -0.48 0.13
H -1.741 10.063 -5.715 -0.08 -0.68 0.06
C -5.460 4.344 -12.604 0.00 0.39 0.17
C -5.543 5.779 -13.191 3.85 -4.55 0.25
C -4.196 6.146 -13.824 -2.01 0.62 -0.22
O -4.561 6.136 -15.178 1.86 -0.27 -1.97
C -5.814 5.814 -15.386 -1.21 0.36 -1.64
O -6.349 5.684 -16.455 0.51 -0.06 0.54
O -6.450 5.757 -14.228 -1.72 0.10 -0.20
H -6.336 4.112 -11.998 -0.27 -0.12 -0.35
H -4.645 4.333 -11.881 0.11 -0.29 -0.39
H -5.325 3.548 -13.337 0.10 0.15 -0.29
H -5.837 6.474 -12.405 4.55 -2.26 -2.09
H -3.425 5.409 -13.599 -0.45 0.62 -0.70
H -3.947 7.181 -13.593 0.19 -0.40 -0.12
C -2.106 3.659 -12.621 0.38 0.02 -1.29
C -0.622 3.656 -12.221 -0.10 -0.80 -2.29
C -0.176 4.435 -11.044 2.08 0.17 0.05
O 0.565 3.503 -10.256 0.72 -0.21 0.79
C 0.501 2.299 -10.792 1.85 -5.39 1.17
O 1.039 1.193 -10.364 -2.55 5.77 -1.81
O -0.266 2.333 -11.899 0.63 -1.62 0.67
H -2.433 4.698 -12.668 0.19 -1.40 -0.54
H -2.733 3.043 -11.976 0.17 0.43 0.04
H -2.258 3.253 -13.620 0.42 -0.22 -0.13
H -0.006 3.875 -13.094 -0.22 0.35 -0.32
H -1.125 4.866 -10.724 4.17 -1.59 2.08
H 0.429 5.302 -11.307 0.56 -0.20 -0.09
Cl -2.522 2.494 -9.694 1.19 -4.74 0.83
C -3.640 1.768 -8.485 0.24 0.63 0.77
C -4.241 2.875 -7.536 -0.53 -1.43 -0.42
Cl -3.191 3.409 -6.183 -0.07 0.01 -0.85
H -3.048 1.001 -7.986 -0.01 0.39 0.42
H -4.382 1.192 -9.040 -0.34 0.55 -0.02
H -5.142 2.537 -7.024 0.72 -0.83 -0.18
H -4.696 3.681 -8.111 1.31 0.21 -0.11
Cl -7.051 7.006 -11.965 -7.08 5.31 3.59
C -7.315 8.539 -11.074 -1.33 0.16 1.18
C -7.956 8.274 -9.688 0.54 0.66 -0.12
Cl -6.887 7.217 -8.722 -7.21 8.32 4.15
H -7.955 9.242 -11.607 -0.06 -0.28 -0.34
H -6.317 8.974 -11.031 -0.11 -0.05 0.39
H -8.933 7.792 -9.723 0.18 -0.12 -0.42
H -8.110 9.185 -9.109 0.18 0.25 -0.28
Cl 1.351 8.493 -11.445 1.47 -0.34 0.15
C -0.362 8.461 -11.407 -2.19 1.22 -1.04
C -0.980 8.490 -12.873 1.43 0.86 1.42
Cl -0.547 9.993 -13.667 0.41 0.57 -0.42
H -0.690 9.380 -10.920 0.06 0.18 -0.06
H -0.763 7.685 -10.755 0.41 -0.37 -0.38
H -2.062 8.373 -12.811 1.10 2.35 -0.42
H -0.642 7.597 -13.397 0.50 0.80 -0.44
```
Forces are in eV/Å.

***

(3)
The following is a quantum chemistry calculation of a molecular structure, C47H54BBrCl2GeN6O2PbS3 in a non-equilibrium geometry, from OMol25.

energy = -9286.07393 hartree
F_max = 3.3 eV/Å
net charge = -1
spin multiplicity = 2
expectation value of S² = 0.76
E_HOMO (spin up / spin down) = -0.0330 / -0.1610 Eh

Geometry as XYZ:
```
118
Properties=species:S:1:pos:R:3:forces:R:3
Pb -0.150 -0.901 -0.695 -0.44 0.02 0.03
C -2.359 -1.044 3.742 0.42 0.54 -0.38
C -1.220 -0.594 4.710 -0.41 -0.69 0.27
C -1.615 -1.215 6.063 1.04 -0.53 0.73
C -1.128 0.935 5.004 0.31 -0.51 -0.92
N 0.122 -1.149 4.224 -0.73 1.47 -0.26
C 0.911 -1.996 4.966 0.49 0.13 -0.15
C 2.118 -2.048 4.384 0.74 0.46 -1.04
N 2.145 -1.171 3.265 -1.38 -0.46 0.27
B 3.500 -1.059 2.430 -1.37 -0.30 -0.52
N 3.726 -2.315 1.434 -1.16 -1.33 -0.19
C 4.995 -2.860 1.308 -0.10 0.53 0.09
C 4.943 -4.020 0.637 0.52 -0.32 -0.43
N 3.638 -4.302 0.354 -2.25 1.13 0.28
C 2.830 -3.219 0.837 2.42 -0.29 0.04
S 1.153 -3.143 0.721 -0.33 0.25 0.27
C 3.180 -5.531 -0.422 0.68 -0.01 0.93
C 2.911 -5.150 -1.867 0.63 0.08 -0.37
C 4.309 -6.605 -0.304 -0.89 0.54 0.41
C 1.932 -6.176 0.171 -0.05 -0.23 0.98
N 3.661 0.330 1.698 0.09 1.06 -1.64
C 4.446 1.300 2.317 0.01 -0.55 0.71
C 4.535 2.382 1.532 -0.76 -0.02 -0.44
N 3.798 2.142 0.377 0.17 -1.23 -0.23
C 3.269 0.863 0.415 1.37 -0.01 2.65
S 2.555 0.017 -0.861 -0.04 -0.32 -0.30
C 3.788 3.136 -0.751 -0.65 0.52 0.47
C 4.040 2.501 -2.113 -0.40 0.63 -0.46
C 4.937 4.138 -0.510 -0.95 -0.41 0.65
C 2.437 3.883 -0.666 0.49 0.21 -0.13
C 0.850 -0.622 3.146 1.10 -0.95 1.09
S 0.241 0.460 2.001 0.50 -0.01 0.63
H -3.278 -0.507 4.066 0.39 -0.57 -0.24
H -2.494 -2.165 3.777 0.12 1.25 -0.01
H -2.125 -0.709 2.708 -0.22 -0.36 0.62
H -2.621 -0.907 6.359 0.10 0.07 -0.32
H -0.934 -0.850 6.862 -0.30 -0.28 -0.34
H -1.590 -2.323 6.079 -0.06 0.51 -0.16
H -2.133 1.274 5.355 0.94 -0.04 -0.25
H -0.804 1.434 4.070 -0.53 0.09 0.62
H -0.323 1.098 5.758 -0.74 -0.06 -0.30
H 0.609 -2.422 5.898 -0.22 -0.24 0.02
H 2.984 -2.672 4.617 -0.39 0.45 -0.02
H 4.345 -1.167 3.288 0.20 0.18 -0.33
H 5.850 -2.376 1.734 0.14 0.20 -0.02
H 5.736 -4.628 0.216 -0.12 0.28 0.55
H 3.774 -4.567 -2.266 -0.68 -0.30 0.17
H 1.987 -4.547 -1.906 0.39 -0.29 -0.32
H 2.847 -6.095 -2.452 -0.29 0.74 0.20
H 5.256 -6.228 -0.692 -0.14 -0.54 -0.45
H 3.882 -7.483 -0.812 0.73 0.21 -0.06
H 4.473 -6.874 0.754 -0.13 0.14 -0.38
H 1.075 -5.530 0.169 -0.19 0.34 -0.15
H 2.066 -6.493 1.227 0.16 0.14 -0.56
H 1.663 -7.047 -0.416 0.18 -0.26 -0.16
H 4.918 1.151 3.306 -0.62 -0.02 -0.89
H 4.938 3.358 1.663 0.37 -0.06 0.50
H 4.946 1.927 -2.111 0.50 -0.52 0.17
H 4.213 3.305 -2.854 -0.30 -0.22 0.35
H 3.224 1.867 -2.440 0.06 0.10 -0.05
H 5.812 3.530 -0.356 0.73 0.17 -0.04
H 4.726 4.727 0.400 0.28 0.04 -0.59
H 5.044 4.783 -1.373 0.01 0.12 -0.05
H 1.588 3.196 -0.755 0.15 0.19 0.17
H 2.423 4.591 -1.492 -0.24 0.05 -0.26
H 2.383 4.514 0.248 -0.09 -0.73 -0.32
Cl -2.970 -2.181 -4.613 -0.42 1.02 0.24
C -3.988 -1.014 -3.610 0.78 -0.01 -0.45
Cl -4.687 0.324 -4.574 0.61 -0.47 0.41
C -3.172 -0.632 -2.358 1.90 0.92 0.91
O -3.062 -1.480 -1.462 -0.45 1.07 -1.14
O -2.527 0.567 -2.329 -0.97 -3.03 -0.92
H -4.788 -1.652 -3.337 -0.80 -0.28 0.46
C -2.082 4.721 2.372 -0.45 0.33 0.99
C -1.237 4.586 1.293 0.09 0.00 -0.80
C -1.532 3.674 0.287 1.32 0.33 -0.59
C -2.615 2.810 0.344 -1.36 0.08 0.25
C -3.411 2.903 1.552 0.03 -0.47 -0.43
C -3.193 3.876 2.509 0.25 -0.42 -0.47
Ge -3.215 2.111 -1.389 -0.05 -0.01 1.91
C -5.052 1.614 -1.096 -0.14 0.47 -0.42
C -6.017 2.296 -1.861 0.06 -0.12 0.78
C -7.308 2.381 -1.378 -0.47 -0.31 0.01
C -7.704 1.683 -0.229 -1.17 0.45 0.73
C -6.781 0.928 0.473 -0.33 -0.35 -0.29
C -5.470 0.869 0.028 -0.01 0.01 -0.65
C -2.578 3.394 -2.694 -1.09 -0.31 -0.51
C -3.307 4.533 -3.038 1.05 0.14 0.02
C -2.753 5.503 -3.887 -0.11 -0.80 0.61
C -1.479 5.308 -4.394 0.51 0.02 -0.10
C -0.783 4.123 -4.086 1.19 0.83 -1.03
C -1.354 3.151 -3.309 -0.14 -0.42 0.38
H -1.913 5.462 3.144 0.17 0.11 -0.08
H -0.401 5.260 1.124 -0.03 -0.08 0.29
H -0.892 3.658 -0.624 -0.42 0.12 0.77
H -4.237 2.218 1.737 0.07 0.17 -0.37
H -3.912 3.976 3.334 0.52 -0.05 -0.25
H -5.716 2.786 -2.786 -0.16 0.08 0.23
H -8.037 2.991 -1.878 -0.25 0.11 -0.33
H -8.760 1.735 0.181 1.36 0.08 -0.79
H -7.124 0.338 1.322 0.24 0.10 -0.12
H -4.806 0.148 0.463 0.51 0.07 0.44
H -4.257 4.717 -2.579 -0.41 0.08 0.18
H -3.329 6.397 -4.038 0.00 0.35 -0.39
H -1.022 6.086 -5.026 -0.14 -0.47 0.35
H 0.265 3.964 -4.448 -1.11 0.22 0.10
H -0.882 2.177 -3.171 0.11 0.36 0.09
Br -0.383 -5.198 -6.254 0.26 -0.01 0.07
C -0.120 -4.149 -4.678 0.49 0.23 0.17
C 0.727 -3.043 -4.695 -0.09 -0.06 -0.39
C 0.749 -2.177 -3.597 -0.01 -0.69 -0.02
C -0.037 -2.430 -2.473 0.12 0.20 -0.36
C -0.828 -3.576 -2.496 0.41 -0.25 -0.04
C -0.829 -4.488 -3.543 0.01 0.43 -0.42
H 1.348 -2.900 -5.576 -0.14 0.27 0.11
H 1.395 -1.307 -3.591 0.16 0.00 -0.27
H -1.490 -3.773 -1.687 -0.39 -0.21 0.75
H -1.400 -5.401 -3.562 -0.34 -0.02 0.25
```
Forces are in eV/Å.

***

Q: Which of these has the highest energy?
A: C18H19N3O8S

***

Q: Among the records above, which one has the lowest F_max?
A: C18H19N3O8S

***

Q: The highest energy belongs to which entry?
A: C18H19N3O8S

***

Q: Look up the F_max of the second one.
A: 11.8 eV/Å